No. 1
Molecular formula: C23H23AuClN2P
Method: DFT, wB97M-V/def2-TZVPD

Summary:
* strongest force on any atom: 0.0539 Eh/bohr
* molar mass: 590.85 g mol⁻¹
* total energy: -1936.3301 Eh
* lowest unoccupied orbital energy (spin up / spin down): -6.6 / -10.4 eV

Structure (ORCA input):
```
! RIJCOSX wB97M-V def2-TZVPD def2/J DEFGRID3
* xyz 2 3
Au 1.151 -0.569 1.778
Cl 1.661 -1.256 3.903
P 0.884 0.423 -0.235
C -0.558 -0.331 -1.014
C -0.437 -1.343 -1.978
C -1.580 -2.037 -2.383
C -2.816 -1.771 -1.787
C -2.933 -0.752 -0.835
C -1.817 -0.005 -0.477
C 0.530 2.193 -0.409
C 1.294 3.052 0.400
C 1.185 4.434 0.241
C 0.302 4.973 -0.699
C -0.465 4.120 -1.497
C -0.361 2.734 -1.358
C 2.376 0.140 -1.225
C 3.512 -0.412 -0.610
C 4.663 -0.669 -1.357
C 4.706 -0.341 -2.715
C 3.619 0.316 -3.298
C 2.450 0.545 -2.568
H 1.967 2.621 1.145
H 1.793 5.089 0.863
H 0.214 6.056 -0.810
H -1.152 4.532 -2.233
H -0.970 2.078 -1.984
H 0.546 -1.574 -2.396
H -1.493 -2.798 -3.158
H -3.690 -2.366 -2.055
H -3.892 -0.542 -0.366
H -1.905 0.821 0.233
H 3.465 -0.659 0.455
H 5.529 -1.124 -0.875
H 5.591 -0.580 -3.309
H 3.674 0.650 -4.333
H 1.595 1.034 -3.038
H 1.348 -2.091 0.868
H 1.913 -2.164 1.559
N -0.891 -3.349 2.438
C -1.782 -2.343 2.638
C -3.162 -2.596 2.856
C -3.984 -1.520 3.170
C -3.421 -0.241 3.239
C -2.074 -0.075 2.920
N -1.289 -1.097 2.575
H 0.091 -3.155 2.624
H -1.206 -4.309 2.517
H -3.519 -3.625 2.791
H -5.045 -1.666 3.361
H -4.005 0.633 3.505
H -1.609 0.918 2.925
*
```

=====

No. 2
Molecular formula: CH13NO4
Method: DFT, wB97M-V/def2-TZVPD

Summary:
* strongest force on any atom: 0.0177 Eh/bohr
* ΔE to the lowest compared entry with this formula, charge and spin: 0.8784 eV
* molar mass: 103.12 g mol⁻¹
* total energy: -401.5882 Eh
* lowest unoccupied orbital energy: 0.6 eV

Structure (ORCA input):
```
! RIJCOSX wB97M-V def2-TZVPD def2/J DEFGRID3
* xyz 0 1
C -0.718 1.774 3.075
N -0.471 2.049 1.653
H -1.783 1.671 3.276
H -0.289 2.589 3.659
H -0.281 0.820 3.350
H -0.200 2.977 1.359
H 0.198 1.388 1.292
O -2.333 0.951 -0.173
H -2.035 1.747 0.301
H -2.515 0.336 0.541
O -0.495 -2.460 -3.829
H -0.633 -1.686 -4.387
H -1.383 -2.637 -3.505
O 1.806 -1.125 1.326
H 2.086 -1.228 0.404
H 2.493 -1.554 1.846
O 2.060 -0.784 -1.532
H 1.195 -0.644 -1.957
H 2.587 -1.342 -2.116
*
```